Record 1
This record from the Open Molecules 2025 dataset describes a cluster of 7 separate species, C5H22O8S in total in a non-equilibrium geometry. The level of theory is the ωB97M-V functional and the def2-TZVPD basis.

Structure (XYZ):
```
36
Properties=species:S:1:pos:R:3
O 1.17 -1.40 -2.33
C 0.21 -0.74 -2.03
O -0.35 0.10 -2.95
C -0.46 -0.80 -0.69
C -1.95 -1.19 -0.72
C -2.88 0.02 -0.50
S -3.79 0.15 1.07
C -2.37 0.02 2.25
H -0.71 0.88 -2.50
H 0.15 -1.55 -0.20
H -0.42 0.14 -0.16
H -2.23 -1.97 -0.01
H -2.21 -1.64 -1.68
H -2.42 0.96 -0.83
H -3.69 -0.04 -1.23
H -2.47 -0.99 2.64
H -1.40 0.17 1.78
H -2.46 0.84 2.95
H 3.40 -1.25 -1.75
H 2.54 -0.64 -0.60
O 3.44 -0.75 -0.93
H 2.32 1.70 -2.45
H 3.06 0.97 -1.34
O 2.40 1.68 -1.49
H 0.30 1.78 -0.22
H 0.19 2.97 -1.22
O -0.21 2.56 -0.45
H 1.34 2.57 1.43
H 2.72 2.37 0.89
O 2.19 2.18 1.68
H 2.37 -0.33 1.78
H 1.26 0.33 2.56
O 1.41 -0.34 1.88
H -0.72 -3.33 2.12
H 0.36 -2.35 1.83
O -0.09 -3.11 1.42
```

## Properties
- spin multiplicity = 1
- Kohn-Sham gap (eV) = 8.870
- relative energy (zero: lowest compared OMol25 entry of this formula, charge and spin) (kJ/mol) = 0.0
- strongest force on any atom (eV Å⁻¹) = 1.6
- E_HOMO (hartree) = -0.3200
- E_LUMO (eV) = 0.163
- SMILES string = CSCCCC(=O)O.O.O.O.O.O.O
- E_tot (eV) = -32757.3768

Record 2
This record from the Open Molecules 2025 dataset describes a structure of composition C23H41N2P3SeTl in a non-equilibrium geometry. The level of theory is the ωB97M-V functional and the def2-TZVPD basis.

Structure (XYZ):
```
71
Properties=species:S:1:pos:R:3
Tl -0.25 -0.13 -1.15
P -3.11 -0.12 -0.09
P 0.23 -2.76 0.55
P -0.13 2.46 0.22
H 4.95 -0.90 -1.55
C 4.80 0.08 -1.07
C 4.55 0.19 0.23
H 4.61 -0.68 0.90
C -4.06 -0.21 -1.67
C -3.89 -1.53 0.79
C -4.02 1.27 0.70
C 1.99 -2.98 0.69
C -0.71 -3.37 1.92
C -0.34 -3.54 -0.96
C 1.61 2.99 0.48
C -0.96 3.23 1.67
C -0.64 3.58 -1.14
H 4.74 0.95 -1.74
H 4.41 1.16 0.73
H -5.14 -0.26 -1.45
H -3.76 -1.09 -2.24
H -3.85 0.67 -2.29
H -4.96 -1.59 0.54
H -3.78 -1.42 1.88
H -3.42 -2.47 0.49
H -5.10 1.20 0.48
H -3.65 2.23 0.33
H -3.89 1.25 1.79
H 2.25 -3.92 0.18
H 2.27 -3.02 1.75
H 2.55 -2.16 0.21
H -0.88 -4.45 1.79
H -1.67 -2.84 1.99
H -0.16 -3.18 2.85
H 0.18 -4.51 -1.02
H -0.11 -2.99 -1.88
H -1.42 -3.72 -0.96
H 1.78 3.99 0.05
H 2.29 2.27 0.01
H 1.83 3.01 1.56
H -0.93 4.32 1.61
H -0.45 2.90 2.59
H -2.00 2.89 1.73
H -0.09 4.53 -1.06
H -1.72 3.77 -1.09
H -0.43 3.11 -2.11
C 0.75 0.37 -4.63
C 2.00 0.02 -4.07
C 3.13 -0.06 -4.89
C 3.04 0.14 -6.28
C 1.78 0.42 -6.83
C 0.65 0.50 -6.04
Se -0.80 0.82 -3.72
H 0.01 -1.34 0.72
H 2.08 -0.13 -2.99
H 4.09 -0.29 -4.44
H 3.94 0.07 -6.90
H 1.72 0.57 -7.91
H -0.33 0.72 -6.49
N 3.01 -0.03 6.42
C 1.99 -0.02 5.83
C 0.75 0.00 5.11
C -0.48 0.01 5.80
C -1.66 0.02 5.07
C -1.57 0.01 3.66
N -0.41 -0.04 3.01
C 0.73 -0.01 3.70
H -0.48 0.01 6.89
H -2.64 0.04 5.53
H -2.48 0.02 3.05
H 1.67 -0.01 3.13
```

## Properties
- total charge = +3
- spin multiplicity = 1
- Kohn-Sham gap (spin up / spin down) (eV) = 4.989 / 5.410
- relative energy (zero: lowest compared OMol25 entry of this formula, charge and spin) (kJ/mol) = 0.0
- strongest force on any atom (eV Å⁻¹) = 2.8
- E_HOMO (spin up / spin down) (hartree) = -0.6228 / -0.6228
- E_LUMO (spin up / spin down) (eV) = -11.957 / -11.536
- E_tot (eV) = -125373.8103

Record 3
This record from the Open Molecules 2025 dataset describes a structure of composition C22H14Co2NO7 in a non-equilibrium geometry. The level of theory is the ωB97M-V functional and the def2-TZVPD basis.

Structure (XYZ):
```
46
Properties=species:S:1:pos:R:3
C 1.93 3.97 2.57
C 2.25 2.73 3.14
C 1.36 1.66 3.02
C 0.20 1.83 2.27
C -0.61 0.60 1.99
C -0.94 0.38 0.55
N -2.20 -0.54 0.57
C -2.20 -1.78 1.12
C -3.31 -2.62 0.99
C -4.41 -2.23 0.24
C -4.40 -0.94 -0.30
C -3.30 -0.12 -0.12
O -0.88 -0.13 2.93
C -0.12 3.05 1.68
C 0.74 4.14 1.84
H 2.62 4.82 2.65
H 3.16 2.61 3.72
H 1.53 0.73 3.54
H -1.40 1.30 0.19
H -1.37 -2.02 1.78
H -3.29 -3.57 1.52
H -5.25 -2.90 0.08
H -5.26 -0.54 -0.84
H -3.26 0.92 -0.43
H -1.08 3.16 1.17
H 0.45 5.12 1.42
O 0.97 -4.51 -3.10
C 1.84 -3.93 -2.62
Co 3.16 -3.01 -1.90
C 3.02 -3.74 -0.27
O 2.89 -4.23 0.77
C 4.39 -3.95 -2.79
O 5.18 -4.57 -3.37
C 1.86 -1.41 -1.89
C 1.36 -0.72 -0.78
C 0.23 0.32 -0.42
Co 3.21 -0.67 -0.85
C 3.07 -0.97 0.86
O 2.90 -1.14 2.00
C 3.93 0.97 -0.77
O 4.44 1.98 -0.61
C 4.74 -1.61 -1.19
O 5.91 -1.71 -1.12
H 1.55 -1.24 -2.98
H 0.75 1.30 -0.42
H -0.35 0.22 -1.35
```

## Properties
- total charge = -2
- spin multiplicity = 2
- Kohn-Sham gap (spin up / spin down) (eV) = 3.423 / 3.306
- relative energy (zero: lowest compared OMol25 entry of this formula, charge and spin) (kJ/mol) = 171.3
- strongest force on any atom (eV Å⁻¹) = 5.3
- E_HOMO (spin up / spin down) (hartree) = 0.0419 / 0.0453
- E_LUMO (spin up / spin down) (eV) = 4.562 / 4.539
- E_tot (eV) = -114110.9051

Record 4
This record from the Open Molecules 2025 dataset describes a structure of composition C45H45N9O3STa in a non-equilibrium geometry. The level of theory is the ωB97M-V functional and the def2-TZVPD basis.

Structure (XYZ):
```
104
Properties=species:S:1:pos:R:3
Ta -0.29 -0.02 0.08
C -4.00 4.29 4.97
C -3.03 3.47 4.17
C -1.79 3.09 4.68
C -0.92 2.32 3.94
C -1.23 1.86 2.64
N -0.38 0.98 2.00
C 0.47 0.23 2.86
C -0.04 -0.57 3.89
C 0.80 -1.29 4.71
C 2.19 -1.28 4.52
C 3.09 -2.14 5.36
C 2.70 -0.49 3.51
C 1.85 0.27 2.72
N 2.38 1.21 1.81
C 3.38 2.10 2.02
C 3.40 2.95 0.95
C 2.35 2.51 0.13
N 1.75 1.46 0.66
C -2.43 2.33 2.11
C -3.32 3.09 2.88
N -2.78 2.11 0.73
C -3.83 2.64 0.08
C -3.69 2.38 -1.26
C -2.49 1.69 -1.36
N -1.94 1.53 -0.16
H -3.86 4.14 6.04
H -3.88 5.36 4.77
H -5.04 4.03 4.74
H -1.50 3.41 5.67
H 0.03 2.04 4.37
H -1.11 -0.61 4.03
H 0.38 -1.90 5.50
H 2.63 -2.40 6.31
H 3.33 -3.07 4.84
H 4.04 -1.64 5.57
H 3.77 -0.45 3.33
H 3.97 2.07 2.93
H 4.06 3.78 0.79
H 2.01 2.90 -0.81
H -4.27 3.39 2.46
H -4.59 3.19 0.59
H -4.36 2.68 -2.06
H -2.00 1.30 -2.23
O -0.29 -3.15 2.39
S -0.96 -2.58 1.26
O -1.68 -1.29 1.43
N 0.03 -2.12 0.08
C 1.07 -2.99 -0.34
C 0.92 -4.33 -0.57
C 2.01 -5.12 -0.98
C 3.24 -4.57 -1.18
C 3.43 -3.18 -0.94
C 4.67 -2.54 -1.11
C 4.78 -1.21 -0.84
C 3.63 -0.51 -0.40
N 2.46 -1.07 -0.23
C 2.35 -2.39 -0.50
C -2.14 -3.79 0.76
C -2.73 -4.51 1.80
C -3.70 -5.45 1.49
C -4.05 -5.68 0.16
C -3.43 -4.97 -0.86
C -2.47 -4.01 -0.56
H -0.04 -4.80 -0.43
H 1.85 -6.18 -1.15
H 4.07 -5.16 -1.51
H 5.53 -3.12 -1.45
H 5.71 -0.68 -0.96
H 3.72 0.55 -0.20
H -2.43 -4.33 2.82
H -4.18 -6.01 2.28
H -4.80 -6.42 -0.07
H -3.69 -5.16 -1.89
H -1.97 -3.45 -1.34
O -1.78 -1.39 -2.12
C -3.07 -1.22 -2.68
C -4.07 -1.21 -1.56
C -5.36 -1.70 -1.76
C -6.24 -1.67 -0.70
C -5.81 -1.16 0.52
C -4.51 -0.69 0.61
N -3.66 -0.70 -0.41
H -1.15 -0.86 -2.63
H -3.29 -2.01 -3.40
H -3.13 -0.26 -3.21
H -5.64 -2.12 -2.72
H -7.25 -2.05 -0.81
H -6.47 -1.13 1.38
H -4.13 -0.30 1.55
C 2.28 0.82 -2.80
C 0.79 1.16 -2.74
C 0.13 0.53 -3.97
C 0.59 2.70 -2.77
N 0.24 0.59 -1.52
H 2.71 1.25 -3.70
H 2.43 -0.26 -2.82
H 2.80 1.22 -1.94
H 0.57 0.95 -4.88
H -0.95 0.73 -4.02
H 0.30 -0.55 -4.00
H 0.13 3.02 -3.70
H 1.55 3.22 -2.69
H -0.04 3.03 -1.95
```

## Properties
- total charge = +1
- spin multiplicity = 1
- Kohn-Sham gap (eV) = 7.077
- relative energy (zero: lowest compared OMol25 entry of this formula, charge and spin) (kJ/mol) = 178.8
- strongest force on any atom (eV Å⁻¹) = 2.9
- E_HOMO (hartree) = -0.3440
- E_LUMO (eV) = -2.284
- E_tot (eV) = -79332.2741